Entry 1:
ORCA calculation (the ωB97M-V functional and the def2-TZVPD basis) on a single C37H39N3O5 molecule.

Its energy relative to the best compared isomer or geometry (same formula, charge and spin) is 0.1655 eV. The calculation puts the HOMO-LUMO gap at 8.4890 eV. The multiplicity is 1. The calculation puts the total energy at -1973.8061 a.u. The SMILES is C=CCc1cccc([C@@H]2[C@@H](C)CC[C@H]3C(=O)N4[C@@H](c5cc(OC)c(OC)c(OC)c5)c5[nH]c6ccccc6c5C[C@H]4C(=O)N23)c1.

Structure (XYZ):
```
84
Properties=species:S:1:pos:R:3:lowdin_charge:R:1
C -3.614 -0.646 4.025 0.022
C -4.902 -0.396 4.159 -0.171
C -5.904 -0.294 3.038 -0.166
C -5.328 -0.682 1.709 -0.242
C -5.506 -1.961 1.203 -0.034
C -4.915 -2.329 0.008 -0.061
C -4.136 -1.426 -0.689 -0.038
C -3.946 -0.140 -0.197 -0.211
C -4.554 0.222 0.993 0.003
H -4.403 1.216 1.389 0.133
C -3.109 0.852 -0.969 -0.184
N -1.791 0.270 -1.254 0.048
C -1.185 -0.494 -0.327 -0.383
O -1.568 -0.624 0.816 0.108
C 0.019 -1.261 -0.882 -0.138
N 0.904 -0.346 -1.585 0.079
C 0.380 0.517 -2.467 -0.386
O 1.055 1.196 -3.223 0.058
C -1.150 0.613 -2.506 -0.159
C -1.510 2.059 -2.857 -0.119
C -3.009 2.224 -3.096 -0.146
C -3.820 1.205 -2.287 -0.318
C -5.226 1.735 -2.018 -0.048
H -5.698 2.022 -2.955 0.083
H -5.841 0.979 -1.537 0.078
H -5.186 2.609 -1.370 0.088
H -3.910 0.280 -2.865 0.141
H -3.306 3.236 -2.815 0.116
H -3.239 2.098 -4.156 0.120
H -1.187 2.685 -2.023 0.132
H -0.936 2.357 -3.733 0.117
H -1.489 -0.061 -3.311 0.173
C 2.373 -0.470 -1.526 -0.116
C 2.717 -1.869 -1.171 -0.171
C 1.961 -2.626 -0.323 -0.123
C 2.605 -3.890 -0.205 -0.110
C 2.330 -5.064 0.496 -0.025
C 3.204 -6.121 0.378 -0.103
C 4.347 -6.034 -0.421 -0.101
C 4.646 -4.887 -1.125 -0.026
C 3.770 -3.816 -1.014 -0.196
N 3.808 -2.578 -1.595 0.157
H 4.537 -2.231 -2.196 0.166
H 5.530 -4.821 -1.741 0.106
H 5.009 -6.885 -0.485 0.098
H 3.009 -7.039 0.913 0.097
H 1.450 -5.135 1.118 0.109
C 0.708 -2.052 0.233 -0.047
H 0.024 -2.819 0.592 0.132
H 0.919 -1.377 1.068 0.130
C 2.939 0.545 -0.544 -0.134
C 2.987 1.879 -0.931 0.031
C 3.478 2.842 -0.066 -0.182
C 3.933 2.486 1.221 -0.131
C 3.901 1.140 1.595 -0.179
C 3.402 0.185 0.702 0.055
H 3.401 -0.840 1.034 0.130
O 4.328 0.601 2.767 -0.058
C 4.829 1.402 3.814 -0.066
H 4.061 2.065 4.220 0.093
H 5.688 1.995 3.496 0.097
H 5.135 0.695 4.586 0.094
O 4.462 3.445 2.067 -0.115
C 3.580 4.474 2.471 -0.069
H 3.284 5.106 1.632 0.082
H 2.683 4.060 2.946 0.099
H 4.135 5.066 3.197 0.094
O 3.572 4.165 -0.390 -0.090
C 3.199 4.566 -1.687 -0.069
H 2.143 4.362 -1.886 0.096
H 3.374 5.640 -1.720 0.095
H 3.811 4.075 -2.449 0.101
H 2.640 2.146 -1.914 0.092
H 2.736 -0.210 -2.530 0.161
H -0.378 -1.985 -1.617 0.174
H -2.981 1.762 -0.366 0.167
H -3.658 -1.728 -1.610 0.118
H -5.054 -3.328 -0.378 0.103
H -6.100 -2.677 1.753 0.112
H -6.270 0.738 3.002 0.118
H -6.757 -0.934 3.278 0.113
H -5.329 -0.236 5.142 0.092
H -2.966 -0.698 4.884 0.053
H -3.147 -0.804 3.067 0.049
```

=====

Entry 2:
ORCA calculation (the ωB97M-V functional and the def2-TZVPD basis) on a single C7H14 molecule at a distorted geometry.

Its energy relative to the best compared isomer or geometry (same formula, charge and spin) is 2.6059 eV. The calculation puts the HOMO-LUMO gap at 9.8687 eV. The multiplicity is 1. The calculation puts the total energy at -275.0205 a.u. The SMILES is CC(C)(C)C1CC1.

Structure (XYZ):
```
21
Properties=species:S:1:pos:R:3:lowdin_charge:R:1
C -0.519 1.683 0.521 -0.044
C -0.518 0.181 0.175 -0.612
C -1.223 -0.039 -1.154 -0.050
C -1.178 -0.623 1.291 -0.058
C 0.887 -0.319 0.179 -0.358
C 2.032 0.084 -0.742 -0.097
C 1.597 -1.352 -0.641 -0.108
H 0.056 1.894 1.433 0.088
H -0.090 2.287 -0.289 0.086
H -1.546 2.030 0.691 0.084
H -2.248 0.337 -1.086 0.086
H -0.719 0.488 -1.975 0.088
H -1.264 -1.104 -1.403 0.082
H -0.647 -0.468 2.241 0.086
H -2.221 -0.338 1.423 0.083
H -1.116 -1.692 1.053 0.093
H 1.251 -0.269 1.241 0.139
H 1.936 0.676 -1.668 0.106
H 2.297 0.423 0.291 0.111
H 2.261 -2.071 -0.166 0.093
H 0.973 -1.808 -1.415 0.103
```

=====

Entry 3:
ORCA calculation (the ωB97M-V functional and the def2-TZVPD basis) on 8 unconnected molecules or ions with the total composition C5H28N2O8 at a distorted geometry.

Its energy relative to the best compared isomer or geometry (same formula, charge and spin) is 1.7548 eV. The calculation puts the HOMO-LUMO gap at 10.6149 eV. The charge is +2. The multiplicity is 1. The calculation puts the total energy at -918.1625 a.u.

Structure (XYZ):
```
43
Properties=species:S:1:pos:R:3:lowdin_charge:R:1
C 2.421 0.273 0.597 -0.172
O 3.809 0.065 0.363 -0.065
C 2.063 -1.201 1.009 -0.213
C 0.674 -1.318 1.710 -0.144
C -0.483 -0.781 0.980 -0.068
C -0.769 -0.909 -0.326 -0.056
N -1.998 -0.371 -0.917 0.182
N 3.047 -1.583 2.097 0.213
H 2.329 0.979 1.413 0.130
H 1.907 0.607 -0.301 0.100
H 4.054 0.528 -0.440 0.110
H 2.321 -1.930 0.227 0.169
H 0.628 -0.956 2.755 0.130
H 0.388 -2.379 1.923 0.149
H -1.108 -0.114 1.569 0.132
H -0.166 -1.536 -0.957 0.134
H -2.710 -1.080 -0.728 0.164
H -1.912 -0.287 -1.946 0.109
H -2.358 0.475 -0.481 0.143
H 4.040 -1.591 1.781 0.138
H 2.704 -2.403 2.594 0.175
H 3.060 -0.820 2.793 0.138
H -4.638 0.919 -0.127 0.043
H -5.286 0.219 -1.292 0.047
O -4.437 0.615 -1.016 -0.074
H -4.364 1.476 -6.139 0.057
H -3.202 1.756 -5.043 0.034
O -3.841 1.153 -5.404 -0.047
H 2.665 3.261 -0.562 0.062
H 1.279 3.099 -1.096 0.054
O 2.134 2.653 -1.094 -0.050
H 2.861 1.138 4.275 0.032
H 2.236 0.816 5.593 0.063
O 2.338 0.462 4.701 -0.049
H 6.995 -1.364 1.744 0.064
H 6.211 -0.080 1.841 0.044
O 6.135 -1.021 2.013 -0.045
H -7.292 1.836 -0.744 0.069
H -7.660 0.340 -0.544 0.068
O -6.930 0.967 -0.550 -0.042
H -1.719 -0.968 -4.153 0.068
H -3.070 -0.570 -4.381 0.067
O -2.358 -0.375 -3.735 -0.064
```

=====

Entry 4:
ORCA calculation (the ωB97M-V functional and the def2-TZVPD basis) on a single C17H17N3O4S molecule at a distorted geometry.

Its energy relative to the best compared isomer or geometry (same formula, charge and spin) is 3.2180 eV. The calculation puts the HOMO-LUMO gap at 7.9178 eV. The multiplicity is 1. The calculation puts the total energy at -1521.3961 a.u. The SMILES is Cc1ccc(NC(=O)CSc2ccc(C(N)=O)cc2[N+](=O)[O-])cc1C.

Structure (XYZ):
```
42
Properties=species:S:1:pos:R:3:lowdin_charge:R:1
C 1.570 2.341 -2.566 -0.044
C 0.941 1.079 -2.065 -0.249
C -0.419 0.858 -2.213 -0.050
C -1.041 -0.266 -1.699 -0.011
C -0.282 -1.210 -1.022 -0.211
C 1.095 -1.028 -0.923 0.005
C 1.713 0.107 -1.419 -0.232
C 3.183 0.305 -1.226 -0.032
H 3.688 0.410 -2.186 0.085
H 3.366 1.215 -0.656 0.087
H 3.623 -0.535 -0.695 0.081
H 1.691 -1.785 -0.432 0.114
N -0.844 -2.307 -0.347 0.136
C -2.141 -2.435 0.025 -0.554
O -3.073 -1.816 -0.442 0.071
C -2.353 -3.421 1.162 -0.323
H -1.916 -4.395 0.943 0.083
H -3.419 -3.524 1.360 0.083
S -1.521 -2.850 2.704 0.977
C -1.097 -1.182 2.240 -0.450
C -2.088 -0.256 1.937 -0.065
C -1.754 1.001 1.471 0.006
C -0.420 1.385 1.355 -0.112
C 0.571 0.506 1.773 0.068
C 0.236 -0.773 2.183 -0.168
N 1.321 -1.699 2.415 -0.359
O 2.240 -1.334 3.101 0.124
O 1.251 -2.768 1.841 0.030
H 1.606 0.812 1.727 0.139
C 0.031 2.687 0.771 -0.510
O 1.133 3.143 0.985 0.068
N -0.873 3.312 -0.019 0.186
H -1.692 2.841 -0.360 0.092
H -0.571 4.145 -0.497 0.118
H -2.550 1.686 1.219 0.120
H -3.124 -0.542 2.032 0.123
H -0.163 -2.883 0.140 0.124
H -2.103 -0.402 -1.809 0.102
H -1.017 1.588 -2.741 0.111
H 2.398 2.123 -3.238 0.082
H 1.965 2.918 -1.730 0.078
H 0.843 2.949 -3.100 0.077
```

=====

Entry 5:
ORCA calculation (the ωB97M-V functional and the def2-TZVPD basis) on a molecular structure, C25H47Cl2NO2P2PmS2 at a distorted geometry.

The calculation puts the HOMO-LUMO gap (alpha / beta) at 5.6623 / 5.6652 eV. The charge is -1. The multiplicity is 5. The calculation puts the total energy at -4193.9495 a.u.

Structure (XYZ):
```
82
Properties=species:S:1:pos:R:3:lowdin_charge:R:1
Pm -0.718 0.422 0.911 0.526
Cl -2.249 1.104 -1.084 -0.124
P -0.237 2.869 2.218 0.933
C -1.931 3.593 2.402 -0.541
C 0.314 2.219 3.866 -0.554
C 0.839 4.220 1.595 -0.547
C -3.027 2.586 2.006 -0.162
H -1.899 4.395 1.639 0.113
C -2.218 4.214 3.768 -0.123
H -2.331 3.460 4.561 0.073
H -3.172 4.753 3.681 0.080
H -1.452 4.935 4.069 0.058
H -2.975 2.306 0.938 -0.029
H -4.013 3.046 2.160 0.084
H -3.015 1.664 2.617 0.058
H 0.290 4.523 0.683 0.112
C 2.231 3.737 1.154 -0.132
C 0.883 5.423 2.534 -0.123
H -0.092 5.921 2.597 0.063
H 1.596 6.143 2.118 0.077
H 1.208 5.161 3.549 0.074
H 2.238 2.709 0.773 0.037
H 2.972 3.815 1.956 0.064
H 2.562 4.376 0.325 0.080
C -0.609 1.096 4.384 -0.119
H 0.215 3.124 4.492 0.093
C 1.767 1.728 3.828 -0.114
H -1.673 1.366 4.392 0.057
H -0.323 0.884 5.429 0.089
H -0.494 0.137 3.837 0.031
H 1.941 0.950 3.062 0.032
H 2.006 1.279 4.804 0.081
H 2.468 2.543 3.652 0.058
Cl 1.614 -0.806 0.873 -0.205
H 0.497 1.517 -0.438 -0.172
P 0.087 -0.685 -3.554 1.022
C 0.481 0.639 -4.721 -0.581
C 1.327 -2.027 -3.505 -0.582
C -1.664 -1.182 -3.774 -0.565
C 1.288 1.723 -3.988 -0.139
H -0.517 1.055 -4.950 0.105
C 1.108 0.111 -6.007 -0.135
H 2.082 -0.361 -5.834 0.064
H 1.260 0.963 -6.677 0.064
H 0.453 -0.606 -6.514 0.062
H 0.702 2.158 -3.168 0.055
H 1.535 2.508 -4.709 0.061
H 2.228 1.333 -3.573 0.061
H -2.157 -0.199 -3.908 0.086
C -2.294 -1.810 -2.505 -0.162
C -1.850 -2.014 -5.040 -0.139
H -1.760 -1.384 -5.932 0.059
H -2.859 -2.445 -5.020 0.062
H -1.120 -2.834 -5.110 0.068
H -1.596 -2.365 -1.863 0.020
H -3.114 -2.481 -2.798 0.074
H -2.697 -1.003 -1.879 -0.046
C 2.714 -1.526 -3.070 -0.125
H 1.324 -2.370 -4.553 0.086
C 0.893 -3.168 -2.575 -0.144
H 3.124 -0.761 -3.740 0.051
H 3.391 -2.390 -3.063 0.071
H 2.669 -1.128 -2.044 0.056
H 0.752 -2.800 -1.546 0.057
H 1.699 -3.918 -2.539 0.080
H -0.031 -3.676 -2.889 0.059
O -0.425 -5.260 -1.083 -0.303
S -1.209 -5.037 0.108 0.646
O -2.213 -6.009 0.449 -0.295
N -1.757 -3.466 0.166 -0.089
C -1.478 -2.868 1.327 -0.802
S -2.358 -1.508 1.901 0.515
C -0.415 -3.540 2.087 -0.249
C 0.371 -3.113 3.159 -0.059
C 1.321 -3.972 3.695 -0.075
C 1.515 -5.246 3.145 -0.077
C 0.790 -5.657 2.018 -0.040
C -0.159 -4.785 1.511 -0.221
H 0.237 -2.095 3.536 0.084
H 1.924 -3.651 4.553 0.106
H 2.252 -5.929 3.589 0.103
H 0.926 -6.627 1.536 0.120
```